No. 1
A cluster of 2 separate species, C4H8N2O3 in total in a non-equilibrium geometry, computed with ωB97M-V with the def2-TZVPD basis set.

Last column: Mulliken charge in e.
Positions of all 17 atoms, in Å:
N1 -0.12724 1.41466 -1.40325  -0.295
C1 0.44986 1.32434 -0.20321  0.404
O1 0.16927 1.95565 0.80234  -0.668
C2 1.63733 0.21588 -0.16263  0.695
O2 2.12440 -0.14108 -1.21340  -0.593
O3 2.31445 0.35534 0.98996  -0.504
H1 -0.95218 1.97975 -1.52730  0.230
H2 0.27299 0.85307 -2.14128  0.254
H3 1.98703 1.14918 1.46245  0.382
C3 0.14688 -1.49019 0.64119  -1.008
C4 -1.00719 -1.25678 -0.03908  0.045
N2 -2.00792 -0.44199 0.40390  -0.323
H4 0.19395 -1.22484 1.68908  0.244
H5 0.82366 -2.25297 0.29906  0.366
H6 -1.20571 -1.75647 -0.97834  0.348
H7 -2.93415 -0.59912 0.03706  0.215
H8 -1.88545 -0.08444 1.34345  0.211

Output
E_LUMO	0.7	eV
energy relative to the best compared isomer or geometry (same formula, charge and spin)	1.673	eV
E_HOMO	-8.454	eV
net charge	0
structure (SMILES)	NC(=O)C(=O)O.C=CN


No. 2
An isolated molecule of C4H8N2O3 in a non-equilibrium geometry, computed with ωB97M-V with the def2-TZVPD basis set.

Last column: Mulliken charge in e.
Positions of all 17 atoms, in Å:
N1 -2.11163 1.46423 -0.54504  -0.349
C1 -1.52631 1.02684 0.64326  0.435
O1 -1.69540 1.55243 1.73560  -0.592
C2 -0.59073 -0.20229 0.59083  -0.881
C3 0.60216 -0.06527 -0.31968  0.420
N2 0.29447 -0.77677 -1.57755  -0.665
C4 1.82101 -0.70995 0.29954  0.307
O2 2.71852 -1.31792 -0.25721  -0.576
O3 1.75680 -0.43875 1.64793  -0.427
H1 -1.69647 1.13962 -1.37838  0.210
H2 -2.84583 2.13016 -0.60180  0.214
H3 -0.34789 -0.28725 1.58624  0.394
H4 -0.99242 -1.25304 0.42968  0.399
H5 0.82242 0.98101 -0.69219  0.290
H6 1.15755 -0.68718 -2.08927  0.240
H7 0.09322 -1.74426 -1.57189  0.231
H8 2.54053 -0.81162 2.09994  0.350

Output
E_LUMO	0.6	eV
energy relative to the best compared isomer or geometry (same formula, charge and spin)	1.076	eV
E_HOMO	-9.878	eV
net charge	0
structure (SMILES)	NC(=O)C[C@H](N)C(=O)O


No. 3
An isolated molecule of C4H8N2O3 in a non-equilibrium geometry, computed with ωB97M-V with the def2-TZVPD basis set.

Last column: Mulliken charge in e.
Positions of all 17 atoms, in Å:
C1 1.34738 -1.40556 0.80390  -1.153
C2 0.82484 -0.51951 -0.43582  0.090
O1 -0.41007 -0.97277 -0.95961  -0.396
N1 -1.39527 -0.40662 -0.17094  0.258
O2 -2.60938 -1.08751 0.00940  -0.476
C3 -0.98684 0.70324 0.55490  0.341
O3 -1.70559 1.38759 1.22380  -0.626
C4 0.38275 1.00512 0.06278  -0.225
N2 0.24961 1.85491 -1.11377  -0.646
H1 0.39313 -1.52353 1.49987  0.231
H2 2.02955 -0.75825 1.40517  0.297
H3 1.68308 -2.29913 0.50569  0.426
H4 1.57291 -0.45508 -1.25370  0.385
H5 -3.27294 -0.42177 0.40521  0.405
H6 1.11567 1.37219 0.68997  0.581
H7 1.16950 2.05621 -1.46264  0.247
H8 -0.38834 1.47046 -1.76422  0.260

Output
E_LUMO	0.8	eV
energy relative to the best compared isomer or geometry (same formula, charge and spin)	5.770	eV
E_HOMO	-8.677	eV
net charge	0
structure (SMILES)	C[C@H]1ON(O)C(=O)[C@@H]1N


No. 4
A cluster of 2 separate species, C4H8N2O8 in total in a non-equilibrium geometry, computed with ωB97M-V with the def2-TZVPD basis set.

Last column: Mulliken charge in e.
Positions of all 22 atoms, in Å:
N1 1.31126 -2.06123 -3.96369  1.032
O1 0.96924 -3.24374 -3.68768  -0.356
O2 0.43700 -1.16049 -4.11244  -0.328
O3 2.53798 -1.78487 -4.09261  -0.347
C1 2.23680 1.14747 1.34518  -1.215
C2 0.86825 0.65741 1.79447  -0.494
C3 -0.27586 0.88973 0.83504  0.485
C4 -1.57535 0.27080 1.29778  -1.005
O4 -2.63202 0.63297 0.43796  -0.355
N2 -3.24121 -0.63920 -0.21504  1.074
O5 -4.13097 -0.37245 -0.97533  -0.527
O6 -2.76681 -1.69837 0.10560  -0.483
O7 -0.05228 0.16851 -0.43090  0.069
O8 0.76915 0.79818 -1.23470  -0.390
H1 2.95284 1.02447 2.16791  0.397
H2 2.59151 0.54944 0.49939  0.294
H3 2.20746 2.20636 1.09033  0.303
H4 0.90735 -0.41692 2.02240  0.304
H5 0.62352 1.15565 2.74988  0.329
H6 -0.41411 1.97737 0.67729  0.340
H7 -1.44405 -0.80920 1.42290  0.466
H8 -1.87973 0.70810 2.26625  0.407

Output
E_LUMO (alpha / beta)	-4.5 / -0.7	eV
energy relative to the best compared isomer or geometry (same formula, charge and spin)	6.196	eV
E_HOMO (alpha / beta)	-10.633 / -10.288	eV
net charge	0


No. 5
A cluster of 2 separate species, C4H8N2OS in total in a non-equilibrium geometry, computed with ωB97M-V with the def2-TZVPD basis set.

Last column: Mulliken charge in e.
Positions of all 16 atoms, in Å:
N1 1.18369 0.89113 -0.63787  -0.504
S1 1.91404 0.43753 0.85903  -0.105
C1 0.41085 -0.30290 1.61290  -0.373
C2 0.44010 -0.67795 2.90423  -0.010
O1 1.59258 -0.56978 3.65288  -0.463
H1 0.97864 1.86348 -0.86186  0.257
H2 1.93428 0.56968 -1.30338  0.271
H3 -0.35824 -0.20337 0.97101  0.348
H4 -0.36624 -1.04580 3.56739  0.320
H5 2.35188 -0.28478 3.19420  0.251
C3 -1.65362 0.34465 -2.46051  -0.669
C4 -1.48581 -1.04753 -2.10962  0.342
N2 -1.51375 -2.16309 -1.86361  -0.384
H6 -1.01233 0.68142 -3.30774  0.242
H7 -1.65017 0.98744 -1.47812  0.192
H8 -2.76589 0.51988 -2.73893  0.284

Output
E_LUMO	0.3	eV
energy relative to the best compared isomer or geometry (same formula, charge and spin)	2.577	eV
E_HOMO	-8.169	eV
net charge	0
structure (SMILES)	NS/C=C\O.CC#N


No. 6
An isolated molecule of C4H8N2S in a non-equilibrium geometry, computed with ωB97M-V with the def2-TZVPD basis set.

Last column: Mulliken charge in e.
Positions of all 15 atoms, in Å:
C1 -1.51582 0.76126 0.84374  -0.913
N1 -0.58950 -0.00745 0.04827  0.098
C2 -1.33950 -0.87930 -0.89274  -0.782
C3 0.82265 0.19651 0.11720  0.273
N2 1.70945 -0.66066 -0.33132  -0.387
C4 2.95565 -0.02403 -0.24107  0.008
S1 4.25268 -0.94058 -0.57286  -0.293
H1 -1.01865 1.50783 1.35986  0.317
H2 -1.84723 -0.10121 1.53035  0.355
H3 -2.55294 1.29873 0.41638  0.229
H4 -0.70999 -1.68543 -1.34774  0.321
H5 -2.00986 -0.11465 -1.57873  0.252
H6 -2.11351 -1.46916 -0.34611  0.276
H7 1.07359 1.12070 0.80863  0.036
H8 2.88299 0.99743 0.18615  0.210

Output
E_LUMO	0.1	eV
energy relative to the best compared isomer or geometry (same formula, charge and spin)	3.376	eV
E_HOMO	-8.256	eV
net charge	0
structure (SMILES)	CN(C)/C=N/C=S


No. 7
A cluster of 2 separate species, C4H8N2S in total in a non-equilibrium geometry, computed with ωB97M-V with the def2-TZVPD basis set.

Last column: Mulliken charge in e.
Positions of all 15 atoms, in Å:
C1 -0.78266 -0.62494 0.15340  0.222
C2 -0.39899 -0.27474 -1.31243  -0.460
C3 0.49746 0.07269 0.69243  -0.793
C4 2.13765 0.39452 -0.92859  -0.072
H1 -3.44300 -1.62390 1.00865  0.101
H2 -0.79802 -1.76715 0.32947  0.271
H3 0.08603 -1.06452 -1.97603  0.272
H4 -1.07453 0.41390 -1.98625  0.223
H5 0.60081 0.68732 1.60606  0.409
H6 1.25721 -0.79932 0.96815  0.238
H7 2.38713 0.40982 -1.97003  0.416
H8 3.80151 -0.16155 -0.41761  0.249
N1 0.64685 0.76793 -0.67073  -0.267
N2 2.92113 0.27534 0.12469  -0.562
S1 -2.28210 -0.05016 0.91444  -0.248

Output
E_LUMO	-0.7	eV
energy relative to the best compared isomer or geometry (same formula, charge and spin)	6.200	eV
E_HOMO	-9.047	eV
net charge	0


No. 8
The ion C4H8N2S with charge +2 in a non-equilibrium geometry, computed with ωB97M-V with the def2-TZVPD basis set.

Last column: Mulliken charge in e.
Positions of all 15 atoms, in Å:
C1 1.16852 0.71668 -0.51503  0.009
C2 -1.93583 -0.49161 -0.57278  0.475
C3 0.57276 0.20486 -1.73413  -0.554
C4 1.29057 0.59226 1.98677  -0.703
N1 0.77226 0.50197 0.63445  -0.050
N2 -2.87543 -1.24010 -0.05240  -0.272
S1 -1.29901 0.13755 -1.87123  0.134
H1 2.11210 1.14233 -0.78458  0.449
H2 0.98941 0.55631 -2.73242  0.458
H3 1.04795 -0.83234 -1.77678  0.374
H4 0.72942 1.21303 2.70653  0.317
H5 2.33418 0.98130 1.96735  0.336
H6 1.52559 -0.42843 2.33749  0.332
H7 -3.34686 -0.92060 0.89491  0.376
H8 -3.08564 -2.13319 -0.48813  0.319

Output
E_LUMO (alpha / beta)	-10.7 / -11.9	eV
energy relative to the best compared isomer or geometry (same formula, charge and spin)	4.608	eV
E_HOMO (alpha / beta)	-19.598 / -17.629	eV
net charge	+2


No. 9
An isolated molecule of C4H8N2S2 in a non-equilibrium geometry, computed with ωB97M-V with the def2-TZVPD basis set.

Last column: Mulliken charge in e.
Positions of all 16 atoms, in Å:
C1 0.42624 0.02651 2.24172  -1.008
N1 0.07968 0.93774 1.17477  -0.546
C2 0.04493 0.47058 -0.02300  0.518
N2 0.31501 -0.82398 -0.37909  -0.217
C3 -0.06888 -1.54326 -1.58811  -1.060
C4 -0.26494 1.47911 -1.11820  0.284
S1 0.40169 1.41168 -2.61150  -0.229
S2 -1.30916 2.79051 -0.66607  -0.196
H1 1.47171 -0.32437 2.15131  0.329
H2 -0.23760 -0.86225 2.25832  0.354
H3 0.35368 0.54391 3.22684  0.261
H4 0.65755 -1.40233 0.38128  0.258
H5 0.69438 -1.52787 -2.36725  0.299
H6 -0.25947 -2.54843 -1.31983  0.353
H7 -0.97205 -1.10739 -2.01126  0.397
H8 -1.33276 2.47983 0.65008  0.205

Output
E_LUMO	-0.6	eV
energy relative to the best compared isomer or geometry (same formula, charge and spin)	0.812	eV
E_HOMO	-8.747	eV
net charge	0
structure (SMILES)	C/N=C(\NC)C(=S)S


No. 10
The ion C4H8N3 with charge +1 in a non-equilibrium geometry, computed with ωB97M-V with the def2-TZVPD basis set.

Last column: Mulliken charge in e.
Positions of all 15 atoms, in Å:
C1 0.87727 0.21896 0.06548  0.550
C2 -0.13221 -1.88131 0.12467  -0.157
C3 2.23439 0.91029 0.03544  -0.952
C4 -2.66216 0.49105 -0.26298  -0.663
N1 0.90831 -1.17481 0.03570  -0.043
N2 -0.29236 0.74901 0.08299  -0.003
N3 -1.39979 0.20209 0.22146  -0.194
H1 0.06499 -2.84992 0.54626  0.283
H2 2.65286 1.04607 1.11827  0.290
H3 2.87286 0.18975 -0.55084  0.312
H4 2.13541 1.78456 -0.61064  0.331
H5 -3.23243 -0.31436 0.03889  0.354
H6 -3.02745 1.28556 0.41168  0.327
H7 -2.87188 0.82098 -1.34160  0.318
H8 1.87217 -1.47792 0.08522  0.245

Output
E_LUMO (alpha / beta)	-5.9 / -5.9	eV
energy relative to the best compared isomer or geometry (same formula, charge and spin)	6.934	eV
E_HOMO (alpha / beta)	-13.841 / -13.840	eV
net charge	+1


No. 11
The ion C4H8N3 with charge +1 in a non-equilibrium geometry, computed with ωB97M-V with the def2-TZVPD basis set.

Last column: Mulliken charge in e.
Positions of all 15 atoms, in Å:
N1 -0.06428 -1.07062 -1.12801  -0.557
C1 1.39793 -1.01134 -1.14036  -0.068
C2 1.83438 -0.21620 -0.13608  -0.760
C3 0.79107 0.02689 0.96324  -0.297
C4 -0.46259 0.43587 0.38125  0.405
N2 -1.50960 0.98475 0.37405  0.289
N3 -2.73008 1.20428 -0.11940  -0.743
H1 -0.52672 -0.46885 -1.83187  0.290
H2 -0.52176 -1.95447 -0.90185  0.263
H3 1.78609 -1.59998 -1.94049  0.467
H4 2.83542 -0.10552 0.00300  0.471
H5 0.49379 -1.05385 1.19910  0.222
H6 1.14793 0.47206 1.88873  0.440
H7 -3.12809 2.13313 -0.28539  0.294
H8 -3.29416 0.62125 0.51009  0.284

Output
E_LUMO	-3.4	eV
energy relative to the best compared isomer or geometry (same formula, charge and spin)	5.486	eV
E_HOMO	-13.524	eV
net charge	+1
structure (SMILES)	N/C=C\CC#[N+]N


No. 12
The ion C4H8N3O with charge +1 in a non-equilibrium geometry, computed with ωB97M-V with the def2-TZVPD basis set.

Last column: Mulliken charge in e.
Positions of all 16 atoms, in Å:
C1 2.01314 2.02330 -1.79667  -0.988
C2 0.72369 1.14637 -1.93523  -0.235
C3 0.44804 0.45565 -0.67387  0.076
N1 0.25194 -0.05764 0.34125  0.308
O1 0.25342 -0.32260 1.65448  -0.124
C4 -0.84219 -1.10852 2.07168  0.135
N2 -1.62730 -1.74258 1.31664  -0.069
N3 -2.53619 -2.56386 1.85525  -0.459
H1 1.69616 3.07498 -2.22765  0.264
H2 2.77240 1.56314 -2.36411  0.315
H3 2.51741 2.17794 -0.82260  0.386
H4 1.02602 0.33436 -2.55195  0.233
H5 -0.15216 1.64238 -2.34508  0.381
H6 -0.68937 -1.35908 3.18544  0.284
H7 -3.44800 -2.55468 1.41511  0.257
H8 -2.40703 -2.70916 2.87731  0.238

Output
E_LUMO	-4.0	eV
energy relative to the best compared isomer or geometry (same formula, charge and spin)	7.055	eV
E_HOMO	-12.838	eV
net charge	+1
structure (SMILES)	CCC#[N+]O/C=N/N